w.
{
  "formula": "C4H9NO3",
  "method": "ωB97M-V with the def2-TZVPD basis set",
  "species": ["C", "N", "C", "C", "O", "C", "O", "O", "H", "H", "H", "H", "H", "H", "H", "H", "H"],
  "coordinates": [[1.67180, 1.31493, -0.71231], [0.93632, 0.17197, -0.25262], [1.55488, -1.10982, -0.46878], [-0.72945, 0.24719, -0.18841], [-0.69445, 0.07327, 1.15699], [-2.24020, -0.51834, 1.09547], [-2.55870, -1.60618, 0.72229], [-2.96369, 0.25453, 1.91435], [2.08449, 1.88608, 0.12440], [2.54377, 1.11301, -1.34395], [1.03222, 1.99356, -1.28994], [0.92338, -1.89334, -0.04941], [1.68846, -1.31349, -1.54245], [2.54021, -1.13468, 0.00490], [-0.98605, 1.27093, -0.47328], [-1.05481, -0.51287, -0.90973], [-3.74818, -0.23676, 2.21249]],
  "homo_lumo_gap_ev": 8.04,
  "total_charge": 0,
  "smiles": "CN(C)COC(=O)O"
}

x.
{
  "formula": "C4H9NO3",
  "method": "ωB97M-V with the def2-TZVPD basis set",
  "species": ["C", "C", "O", "C", "N", "C", "O", "O", "H", "H", "H", "H", "H", "H", "H", "H", "H"],
  "coordinates": [[-0.46139, 0.39740, 2.03217], [-0.64901, 0.35029, 0.52156], [-0.47587, 1.57160, -0.14117], [0.26264, -0.68735, -0.30340], [1.58112, -0.09993, -0.43448], [-0.17600, -0.92881, -1.77899], [0.57899, -1.43976, -2.58637], [-1.30649, -0.25514, -2.02822], [-0.41964, -0.52969, 2.49591], [0.61630, 0.81131, 2.29077], [-1.17708, 1.07857, 2.42549], [-1.60950, 0.07626, 0.34896], [0.42504, 1.70588, -0.28465], [0.01435, -1.69609, 0.17974], [1.86697, -0.29280, -1.39432], [2.20821, -0.61754, 0.22149], [-1.27864, 0.55579, -1.56447]],
  "homo_lumo_gap_ev": 11.01,
  "total_charge": 0,
  "smiles": "C[C@@H](O)[C@H](N)C(=O)O"
}

It is x that is most stable; the runner-up trails by 239.8 kJ/mol.

w.
{
  "formula": "C4H9NO3",
  "method": "ωB97M-V with the def2-TZVPD basis set",
  "species": ["C", "C", "N", "C", "O", "C", "O", "O", "H", "H", "H", "H", "H", "H", "H", "H", "H"],
  "coordinates": [[0.37704, 1.43718, 0.44156], [-0.13314, 0.04969, 0.25041], [0.10198, -0.69775, 1.41609], [0.69781, -0.49522, -1.01704], [2.03032, -0.55021, -0.52487], [-1.61352, 0.01154, -0.14412], [-2.29800, 0.91458, -0.52533], [-2.02206, -1.30655, -0.11024], [1.44683, 1.37974, 0.73192], [0.37570, 2.06944, -0.42381], [-0.18570, 2.08418, 1.15732], [1.11133, -0.91556, 1.37804], [-0.27255, -1.64000, 1.31874], [0.46466, -1.52396, -1.17461], [0.50261, 0.10423, -1.89096], [2.47836, 0.32436, -0.78493], [-3.06167, -1.24569, -0.09819]],
  "homo_lumo_gap_ev": 10.15,
  "total_charge": 0,
  "smiles": "C[C@](N)(CO)C(=O)O"
}

x.
{
  "formula": "C4H9NO3",
  "method": "ωB97M-V with the def2-TZVPD basis set",
  "species": ["N", "C", "O", "C", "C", "C", "O", "H", "H", "H", "H", "H", "H", "H", "O", "H", "H"],
  "coordinates": [[1.13657, 1.82148, 0.84656], [-0.01268, 1.27024, 1.26561], [-0.75832, 1.83353, 2.13732], [-0.38766, -0.16332, 0.93098], [-1.17286, -0.30145, -0.28681], [-0.49633, -0.63382, -1.59696], [-1.02013, -1.41173, -2.34350], [1.77306, 1.18108, 0.45052], [1.25174, 2.78758, 1.26995], [-1.08344, -0.37800, 1.70901], [0.50964, -0.89784, 0.89393], [-1.82080, 0.64790, -0.35875], [-1.83491, -1.12456, -0.35650], [0.53620, -0.30331, -1.85285], [2.05319, -1.84704, -0.76486], [1.30756, -2.17436, -0.15662], [1.62429, -2.11682, -1.63321]],
  "homo_lumo_gap_ev": 10.41,
  "total_charge": 0,
  "smiles": "NC(=O)CCC=O.O"
}

y.
{
  "formula": "C4H9NO3",
  "method": "ωB97M-V with the def2-TZVPD basis set",
  "species": ["O", "C", "C", "C", "C", "N", "O", "H", "H", "H", "H", "H", "H", "H", "H", "H", "O"],
  "coordinates": [[2.24226, 1.17379, 0.53312], [-1.00618, 0.56846, -1.84313], [-0.11619, 0.19527, -0.95335], [-0.40695, -0.52987, 0.33339], [-1.88830, -0.33330, 0.80445], [-1.97121, 0.36573, 1.91893], [-2.75950, -0.82554, 0.08783], [-0.75560, 1.04728, -2.80776], [0.99822, 0.28889, -1.04825], [-2.08559, 0.46807, -1.67655], [0.31370, -0.17036, 1.20074], [-0.32195, -1.56071, 0.16801], [2.87884, 1.53101, 1.10369], [-2.99735, 0.22691, 2.06018], [2.40000, 0.22404, 0.34961], [3.13918, -1.57594, -0.07071], [2.33663, -1.09371, -0.16021]],
  "homo_lumo_gap_ev": 3.76,
  "total_charge": 0
}

It is w that is most stable; the runner-up trails by 73.7 kJ/mol.

w.
{
  "formula": "C4H9NO3",
  "method": "ωB97M-V with the def2-TZVPD basis set",
  "species": ["C", "C", "C", "N", "H", "H", "H", "H", "H", "H", "H", "C", "O", "O", "O", "H", "H"],
  "coordinates": [[0.04453, -1.60015, -0.31283], [1.83710, 0.63769, -0.93887], [0.42603, 0.79423, -0.50369], [-0.42207, -0.21911, -0.40134], [-0.05720, 1.75459, -0.62363], [-0.80395, -2.27702, -0.32447], [0.68206, -1.82363, -1.16738], [0.58812, -1.75598, 0.62045], [2.36964, 1.57767, -0.81465], [2.33996, -0.14157, -0.36748], [1.86895, 0.36403, -1.99835], [-1.53822, 0.24645, 0.49178], [-2.00068, -0.82579, 1.20023], [0.05791, 0.94002, 1.50548], [-2.23554, 1.18611, 0.17285], [-2.88791, -0.58213, 1.49592], [-0.26875, 1.72458, 1.96596]],
  "homo_lumo_gap_ev": 9.89,
  "total_charge": 0
}

x.
{
  "formula": "C4H9NO3",
  "method": "ωB97M-V with the def2-TZVPD basis set",
  "species": ["C", "C", "O", "N", "C", "C", "O", "H", "H", "H", "H", "H", "H", "H", "O", "H", "H"],
  "coordinates": [[1.44411, -0.16899, 0.89437], [1.82234, -0.31518, -0.57489], [2.97449, -0.41637, -0.94145], [0.78994, -0.27787, -1.47128], [-0.62554, -0.41558, -1.19653], [-1.38537, 0.90300, -1.20416], [-2.33377, 1.10023, -1.90973], [0.41711, 0.16918, 0.91525], [1.59185, -1.13326, 1.38116], [2.12959, 0.53642, 1.35292], [1.04050, -0.40113, -2.44154], [-1.11815, -1.04996, -1.92588], [-0.80102, -0.94976, -0.26241], [-1.04329, 1.62123, -0.43221], [-1.44006, 0.26174, 2.28311], [-1.23877, -0.26056, 3.06493], [-2.22397, 0.79686, 2.46833]],
  "homo_lumo_gap_ev": 9.81,
  "total_charge": 0,
  "smiles": "CC(=O)NCC=O.O"
}

It is x that is most stable; the runner-up trails by 168.5 kJ/mol.

w.
{
  "formula": "C4H9NO3",
  "method": "ωB97M-V with the def2-TZVPD basis set",
  "species": ["C", "C", "C", "C", "N", "O", "O", "O", "H", "H", "H", "H", "H", "H", "H", "H", "H"],
  "coordinates": [[-0.03741, -1.31273, -0.65109], [-0.35017, -0.88705, 1.20659], [-0.03979, 1.21745, -0.63044], [0.52763, -0.04280, -0.25036], [1.92379, -0.10120, 0.08031], [-1.48448, 1.11609, -0.81649], [0.25566, 2.28518, 0.21929], [-1.15956, -1.40413, -1.34376], [-0.10746, 2.12500, 1.10995], [-1.73180, 1.88108, -1.34577], [-1.59908, -0.50411, -1.30013], [0.61076, -2.18296, -0.70092], [2.19921, 0.76646, 0.52982], [2.46285, -0.16870, -0.77662], [-0.23368, -1.91143, 1.55237], [-1.39687, -0.60563, 1.16869], [0.16039, -0.27050, 1.94856]],
  "homo_lumo_gap_ev": 7.59,
  "total_charge": 0
}

x.
{
  "formula": "C4H9NO3",
  "method": "ωB97M-V with the def2-TZVPD basis set",
  "species": ["O", "C", "N", "C", "O", "C", "C", "H", "H", "H", "H", "H", "H", "H", "H", "H", "O"],
  "coordinates": [[0.30225, -1.67980, -0.20059], [0.18814, -0.48332, 0.31072], [-0.21118, 0.59739, -0.61637], [-0.50381, 1.88493, -0.12419], [-1.01334, 2.75273, -0.88981], [0.37701, -0.25346, 1.67064], [1.19285, -1.19758, 2.56165], [-0.64421, 0.27294, -1.50975], [-0.04964, 2.10906, 0.80470], [0.44267, -0.87602, 4.40351], [0.18510, 0.67883, 2.29871], [2.27201, -0.90565, 2.53700], [0.72906, -0.98151, 3.59152], [0.89377, -2.21911, 2.25707], [-0.18082, -1.41496, -1.90361], [0.12534, -1.16056, -3.48973], [-0.51642, -0.99645, -2.80807]],
  "homo_lumo_gap_ev": 5.89,
  "total_charge": 0
}

y.
{
  "formula": "C4H9NO3",
  "method": "ωB97M-V with the def2-TZVPD basis set",
  "species": ["C", "C", "C", "C", "H", "H", "H", "H", "H", "H", "H", "H", "H", "N", "O", "O", "O"],
  "coordinates": [[1.09676, -0.46099, 1.78792], [1.00479, 1.03052, 0.99582], [-0.24599, 0.96529, 0.26286], [-1.61418, -0.34597, -2.71301], [1.24872, -1.87180, 0.09821], [1.93165, -0.21320, 2.53096], [-0.10078, -0.74586, 2.17280], [1.43246, 1.69205, 2.01614], [1.91112, 0.77257, 0.32367], [-1.18646, 0.47310, 1.09268], [-0.74971, 2.00887, -0.09728], [-1.60855, -1.03514, -0.61320], [-0.82672, 0.15820, -3.25753], [-1.41696, -0.23163, -1.29387], [1.66335, -1.47559, 1.10430], [0.02560, 0.18775, -1.05560], [-2.56510, -0.90816, -3.35488]],
  "homo_lumo_gap_ev": 10.25,
  "total_charge": 0
}

It is w that is most stable; the runner-up trails by 190.1 kJ/mol.

w.
{
  "formula": "C6H7FO",
  "method": "ωB97M-V with the def2-TZVPD basis set",
  "species": ["O", "C", "C", "C", "C", "F", "C", "C", "H", "H", "H", "H", "H", "H", "H"],
  "coordinates": [[2.58876, -0.03532, -0.76067], [1.49737, -0.04986, -0.20768], [0.58146, -1.25391, 0.12666], [-0.77499, -0.74818, 0.53630], [-1.36612, -0.01822, -0.58081], [-2.72765, 0.03821, -0.66301], [-0.66554, 0.78442, 0.39745], [0.74095, 1.23955, 0.16005], [0.59034, -1.82783, -0.81156], [1.06790, -1.93106, 0.89833], [-1.42446, -1.28902, 1.19539], [-0.93051, -0.05895, -1.62340], [-1.25909, 1.54329, 0.85429], [1.23332, 1.63473, 1.05074], [0.84825, 1.97217, -0.57209]],
  "homo_lumo_gap_ev": 10.64,
  "total_charge": 0,
  "smiles": "O=C1C[C@@H]2[C@@H](F)[C@@H]2C1"
}

x.
{
  "formula": "C6H7FO",
  "method": "ωB97M-V with the def2-TZVPD basis set",
  "species": ["C", "C", "C", "F", "C", "C", "C", "O", "H", "H", "H", "H", "H", "H", "H"],
  "coordinates": [[0.45660, -0.10233, -2.34688], [0.14706, -0.19359, -0.87510], [0.81516, -0.64102, 0.17982], [2.03901, -1.15669, 0.10299], [0.08319, -0.49265, 1.41958], [-0.32375, 0.94384, 1.74219], [-1.22362, 0.11269, 0.87378], [-1.16369, 0.25055, -0.51725], [0.47214, 0.96970, -2.66654], [-0.26915, -0.65795, -2.98320], [1.46156, -0.46649, -2.49524], [0.17209, -1.22925, 2.23553], [-0.78043, 1.05371, 2.71346], [0.29463, 1.74409, 1.33800], [-2.18083, -0.13461, 1.27886]],
  "homo_lumo_gap_ev": 9.38,
  "total_charge": 0,
  "smiles": "CC1=C(F)[C@H]2C[C@H]2O1"
}

y.
{
  "formula": "C6H7FO",
  "method": "ωB97M-V with the def2-TZVPD basis set",
  "species": ["C", "C", "C", "C", "C", "F", "C", "O", "H", "H", "H", "H", "H", "H", "H"],
  "coordinates": [[-2.85956, -0.68375, -0.25384], [-1.82082, -0.09760, -0.10065], [-0.63329, 0.57533, 0.11490], [-0.33975, 1.47245, 1.06219], [0.51855, 0.19121, -0.80298], [1.49200, 1.17311, -0.76040], [1.09594, -1.18446, -0.34851], [1.47172, -1.31642, 1.04677], [-3.80671, -1.11811, -0.58784], [-1.07016, 1.90158, 1.70512], [0.68051, 1.95355, 1.18067], [0.19014, 0.11833, -1.86291], [2.04096, -1.36704, -0.89951], [0.34101, -1.95703, -0.63952], [0.65612, -1.19694, 1.54681]],
  "homo_lumo_gap_ev": 10.07,
  "total_charge": 0,
  "smiles": "C#CC(=C)[C@@H](F)CO"
}

It is w that is most stable; the runner-up trails by 53.6 kJ/mol.